ORCA calculation (the ωB97M-V functional and the def2-TZVPD basis) on 7 unconnected molecules or ions with the total composition C42H94N4O10 at a distorted geometry.

Geometry as XYZ:
```
150
Properties=species:S:1:pos:R:3
O -1.279 29.802 -18.984
O 6.019 32.779 -21.216
O -1.411 27.968 -16.440
O 1.878 30.716 -19.780
O 4.417 32.948 -12.333
O -2.786 35.169 -12.119
O 0.658 30.254 -16.714
O 2.836 28.648 -17.790
O 5.457 22.970 -19.553
O 1.819 32.714 -17.381
N 4.797 23.917 -20.329
N -2.441 34.290 -13.138
N 7.023 31.807 -21.336
N 5.093 33.866 -13.177
C -1.071 33.744 -15.078
C 1.235 32.753 -18.711
C 5.482 30.046 -20.532
C -2.941 32.916 -12.929
C 8.735 33.524 -20.566
C 2.634 25.670 -20.980
C 6.388 34.434 -15.137
C 2.647 22.510 -19.783
C 4.265 35.773 -11.856
C -1.389 32.187 -14.931
C 6.496 34.763 -11.270
C 3.818 22.162 -21.868
C -1.122 34.587 -13.791
C 2.649 24.334 -21.601
C 7.009 32.404 -13.783
C 9.366 30.317 -20.621
C -1.926 27.727 -17.726
C 4.990 32.461 -15.238
C 4.956 25.320 -19.986
C 8.337 32.510 -21.642
C 7.980 29.703 -20.488
C 5.844 33.282 -14.283
C 6.173 36.190 -13.295
C 3.475 23.300 -20.849
C 2.138 32.121 -19.834
C 6.855 31.229 -18.850
C 4.727 25.698 -18.516
C -2.628 31.864 -14.015
C -2.443 32.366 -11.633
C 8.453 33.361 -22.976
C 5.591 35.087 -12.425
C 6.405 25.693 -20.303
C 7.166 35.547 -14.343
C -2.306 29.061 -18.372
C 6.877 30.773 -20.291
C 1.565 29.612 -15.871
C 2.883 29.425 -16.573
C 0.122 34.232 -12.910
C -4.482 33.014 -12.955
C -1.015 36.070 -14.194
C 4.090 26.163 -20.793
C 9.437 31.393 -21.783
H 9.877 30.742 -19.757
H 7.598 34.024 -23.111
H 9.746 33.918 -20.674
H -0.589 29.972 -18.338
H 1.710 22.200 -20.245
H 8.014 29.142 -19.554
H 6.226 33.066 -20.324
H 6.712 26.575 -19.741
H 4.594 26.378 -21.735
H -4.968 32.085 -12.657
H 3.501 28.827 -15.904
H 4.420 36.833 -11.651
H 3.539 32.946 -12.723
H 3.409 30.355 -16.791
H 4.713 30.812 -20.435
H -0.076 33.823 -15.515
H 4.069 27.106 -20.247
H 3.207 21.668 -19.377
H 8.729 33.140 -19.546
H 7.845 33.005 -13.425
H 7.466 31.867 -14.615
H 2.380 23.180 -18.966
H -2.825 29.589 -17.573
H -3.577 31.496 -14.405
H 1.167 28.653 -15.539
H -4.826 33.846 -12.342
H -4.752 33.271 -13.979
H 9.224 30.788 -22.664
H 3.887 35.350 -10.926
H 4.379 21.408 -21.318
H 6.250 32.131 -18.762
H -0.072 34.458 -11.861
H -2.288 30.919 -13.592
H -0.256 36.453 -14.876
H 7.634 36.308 -14.967
H 5.530 34.856 -15.661
H -1.586 31.734 -15.902
H 1.106 34.675 -13.063
H 5.185 24.937 -17.884
H 9.359 33.965 -22.947
H -3.089 28.847 -19.099
H 6.787 36.817 -12.649
H 4.145 22.396 -22.881
H -1.960 36.330 -14.671
H 6.996 24.903 -19.838
H 3.682 25.601 -18.220
H 2.085 25.519 -20.050
H 4.757 31.472 -14.845
H 7.763 28.986 -21.280
H 1.166 33.823 -18.906
H -1.855 34.084 -15.754
H -0.715 28.624 -16.517
H 5.355 29.519 -21.477
H -3.082 31.509 -11.418
H 5.367 36.762 -13.754
H 4.968 26.719 -18.219
H 6.412 30.474 -18.200
H 0.305 32.186 -18.666
H 4.054 32.973 -15.461
H -1.201 27.213 -18.357
H 1.976 26.293 -21.586
H 2.880 21.688 -22.158
H 0.926 30.640 -19.874
H 1.771 30.135 -14.937
H 6.581 25.719 -21.378
H 2.649 29.257 -18.508
H 7.328 34.144 -11.605
H 5.169 23.325 -18.709
H -0.874 36.568 -13.234
H 8.331 32.665 -23.806
H 6.695 31.676 -13.036
H 5.352 32.409 -16.265
H 7.096 34.042 -15.867
H 1.173 31.047 -16.880
H 8.048 35.148 -13.842
H 10.397 31.834 -22.050
H -2.367 32.993 -10.746
H -1.426 31.976 -11.596
H 5.967 34.293 -10.441
H 1.656 32.440 -20.758
H 10.070 29.527 -20.882
H 3.427 35.593 -12.529
H -2.200 34.751 -11.483
H -0.542 31.641 -14.516
H 2.231 33.568 -17.229
H 8.080 34.387 -20.440
H 5.258 29.326 -19.745
H 6.974 35.581 -10.731
H 2.899 24.407 -22.660
H 7.822 31.570 -18.481
H -2.762 27.028 -17.695
H 0.170 33.143 -12.912
H 3.174 32.447 -19.753
H 1.606 24.021 -21.637
```

The value obtained for the maximum force is 4.02 eV Å⁻¹. The energy above the lowest of the compared OMol25 structures with the same formula, charge and spin is 329.9 kJ/mol. The calculation puts the highest occupied orbital energy at -7.9 eV. For the total energy, the calculation gives -71503.689 eV. Its SMILES is CC1(C)CCCC(C)(C)N1O.CC1(C)CCCC(C)(C)N1O.CC1(C)CCCC(C)(C)N1O.CC1(C)CCCC(C)(C)N1O.OCCO.OCCO.OCCO. As for the frontier orbital gap: 7.8 eV.

ORCA calculation (the ωB97M-V functional and the def2-TZVPD basis) on 7 unconnected molecules or ions with the total composition C42H94N4O7 at a distorted geometry.

Geometry as XYZ:
```
147
Properties=species:S:1:pos:R:3
O -2.048 3.997 -0.656
O 1.235 -6.464 3.097
O 2.916 1.505 -3.221
O 7.346 -2.168 2.766
O -3.563 4.767 -3.079
O -4.721 0.624 5.293
O 7.164 -3.427 -4.224
N -3.798 3.369 -3.127
N -3.838 0.831 4.251
N 2.142 -5.966 2.192
N 2.133 1.231 -2.119
C 0.388 -4.537 0.947
C -4.887 -1.050 3.090
C -1.777 1.819 3.247
C -3.276 0.348 1.906
C 2.089 -0.238 -1.933
C 1.055 -0.477 -0.774
C -3.279 3.219 4.610
C 3.430 2.566 -0.336
C 1.439 -0.928 -3.237
C 2.487 -3.797 3.605
C -5.113 3.272 -0.996
C 1.149 1.736 0.089
C -1.601 3.190 -4.383
C -4.407 0.376 2.936
C -4.904 1.334 -2.428
C 1.550 3.660 -1.606
C 1.538 -5.649 0.855
C 1.315 0.324 0.508
C 2.083 2.331 -1.027
C -3.106 2.785 -4.348
C -2.817 1.860 4.409
C 6.320 -2.872 -3.189
C -1.407 5.181 -0.107
C 3.558 -4.010 0.432
C 0.836 -7.036 0.333
C 3.121 -4.983 2.845
C 3.507 -0.739 -1.528
C -2.462 6.209 0.182
C -6.277 3.343 -3.312
C 2.540 -5.058 -0.193
C -5.006 2.888 -2.479
C 4.896 -3.460 -3.505
C -2.377 1.559 1.864
C -2.040 1.445 5.625
C -3.030 1.272 -4.102
C -3.716 3.115 -5.753
C 6.447 -1.080 2.685
C 7.000 -0.138 1.554
C -4.430 0.679 -3.826
C 4.070 -5.851 3.847
C -5.424 1.294 2.329
C 4.171 -4.475 1.731
H -6.219 1.419 3.064
H -6.911 2.465 -3.437
H -5.923 2.868 -0.389
H 2.155 -1.538 -3.788
H -1.020 1.039 3.323
H -4.226 0.994 -1.645
H 1.791 -3.364 2.886
H 6.758 -3.104 -2.218
H -0.059 -6.742 -0.215
H 8.140 -1.809 3.170
H -0.210 -4.467 0.038
H -3.535 4.137 -6.087
H -5.875 3.515 -4.311
H 1.282 2.378 0.960
H 4.337 -3.961 -0.328
H 0.132 1.872 -0.277
H 4.579 -3.187 -4.511
H 1.044 -0.155 -3.896
H 1.469 4.439 -0.848
H 0.550 -1.547 -3.116
H -4.284 2.859 -0.421
H 4.239 -6.875 3.515
H -2.546 0.845 -4.980
H 6.252 -1.788 -3.103
H 3.859 1.652 0.075
H 1.385 -7.403 3.229
H 0.814 -3.547 1.108
H -5.156 -1.362 2.081
H 4.698 -5.336 1.320
H 3.301 3.371 0.387
H 3.468 -1.822 -1.417
H 5.021 -5.323 3.921
H -5.828 -1.327 3.564
H -0.718 4.949 0.705
H -5.157 2.323 2.090
H -2.660 -0.550 1.855
H 4.899 -3.817 2.204
H -4.288 5.035 -3.647
H -1.404 4.260 -4.314
H 1.371 -7.400 -0.544
H -1.674 0.418 5.631
H -3.782 0.164 0.958
H 3.181 -5.883 -0.503
H 4.190 2.800 -1.081
H -2.090 7.214 0.380
H 4.212 -0.476 -2.318
H -2.946 2.377 1.423
H -0.239 -4.861 1.777
H 3.673 -5.697 4.851
H -2.659 1.561 6.515
H -4.143 -1.717 3.527
H -5.223 0.856 -4.554
H -5.763 0.866 1.385
H -2.933 5.796 1.073
H -3.227 6.170 -0.594
H 2.991 -3.079 0.438
H 6.830 -4.325 -4.287
H 2.182 4.075 -2.392
H -1.200 2.129 5.747
H 2.238 1.486 -3.901
H 5.409 -1.393 2.582
H -5.095 4.322 -0.706
H 3.959 -0.274 -0.652
H -1.210 2.740 3.383
H 6.358 0.739 1.640
H -3.940 3.375 5.462
H 3.220 -3.080 3.974
H 2.141 -4.721 -1.150
H 4.219 -3.249 -2.677
H 4.847 -4.542 -3.622
H -5.902 1.026 -2.116
H -2.445 3.849 4.920
H 0.432 -7.817 0.977
H -3.296 2.567 -6.596
H 2.009 -3.998 4.564
H 2.260 0.071 0.989
H -1.072 2.906 -3.474
H -4.583 -0.320 5.400
H -1.520 1.537 1.190
H -0.894 5.592 -0.976
H -3.867 3.589 3.770
H -4.285 -0.377 -3.600
H 0.440 0.130 1.130
H -4.794 2.950 -5.740
H -1.126 2.749 -5.260
H 8.064 -0.117 1.790
H 0.561 3.464 -2.020
H -6.861 4.176 -2.921
H -2.671 4.318 -1.311
H 1.183 -1.544 -0.588
H 0.057 -0.381 -1.203
H -2.442 1.138 -3.194
H 6.406 -0.582 3.654
H 6.673 -0.438 0.558
```

The value obtained for the maximum force is 3.42 eV Å⁻¹. The energy above the lowest of the compared OMol25 structures with the same formula, charge and spin is 214.3 kJ/mol. The calculation puts the highest occupied orbital energy (spin up / spin down) at -9.6 / -9.6 eV. Its multiplicity is 2. For the total energy, the calculation gives -65353.424 eV. Its total charge is +1. As for the frontier orbital gap (spin up / spin down): 7.0 / 3.1 eV.

ORCA calculation (the ωB97M-V functional and the def2-TZVPD basis) on 6 unconnected molecules or ions with the total composition C42H94N6O3 at a distorted geometry.

Geometry as XYZ:
```
145
Properties=species:S:1:pos:R:3
O -0.249 1.920 -0.081
O 0.830 0.268 -0.748
O -0.289 -0.032 0.909
N 3.653 0.160 1.853
N -2.073 -1.203 -4.060
N 3.339 3.097 -4.487
N 0.144 0.739 0.064
N -0.808 -5.592 0.634
N -3.482 2.036 4.005
C 3.836 1.122 0.682
C -2.569 2.446 2.807
C 0.854 -3.872 -0.226
C -4.519 1.013 3.514
C -5.944 4.922 5.109
C -1.052 2.112 4.651
C -0.664 -1.941 -4.007
C -3.585 0.625 -3.026
C 5.052 1.921 -5.767
C 0.708 -5.340 0.216
C -2.340 -0.702 -5.533
C 6.257 -0.474 1.772
C -2.396 -3.719 -4.313
C 2.860 3.598 -3.017
C 2.661 0.800 2.886
C -2.279 1.208 4.738
C -0.881 -3.433 -4.277
C 2.772 2.289 2.547
C -4.050 3.274 4.722
C -5.388 3.737 4.184
C 1.288 4.866 -1.496
C 0.008 -8.687 3.376
C -3.702 1.798 -2.089
C 4.897 2.757 -4.540
C 3.128 -1.200 1.360
C 3.211 2.423 1.112
C -1.348 -4.174 0.971
C -6.048 4.497 6.557
C -0.178 -7.855 2.005
C -0.148 -3.197 0.724
C 2.794 1.721 -4.892
C 5.024 0.013 2.691
C -1.557 -6.031 -0.612
C -3.809 1.269 -0.599
C 1.385 3.880 -2.718
C 3.879 0.959 -5.688
C -1.046 -6.563 1.936
C -3.095 -2.382 -3.841
C 2.881 4.146 -5.655
C -2.183 -0.003 -3.003
C -1.163 2.844 3.344
C 7.623 -0.736 2.446
H 0.032 -8.008 4.229
H 1.058 -6.172 -0.396
H -1.837 -4.064 1.939
H 5.055 2.470 -6.709
H 3.273 2.805 -2.393
H 3.590 -1.652 0.482
H 0.197 -1.439 -4.450
H 1.833 2.786 2.792
H -2.198 -1.522 -6.237
H -3.154 -2.413 -2.753
H 8.445 -0.602 1.743
H 3.514 2.660 3.254
H -5.242 4.730 7.253
H -2.758 -3.985 -5.306
H -4.944 1.547 2.664
H -4.709 0.658 -0.536
H -1.306 -7.020 -0.996
H 2.691 1.268 -3.905
H 3.174 -1.785 2.278
H 4.827 1.089 0.230
H 5.389 3.726 -4.623
H -1.722 0.172 -5.742
H -2.613 -4.589 -3.694
H -4.113 0.011 3.374
H 6.484 0.356 1.104
H 0.872 4.285 -3.591
H 5.234 2.166 -3.689
H 2.883 0.451 3.894
H -2.889 2.521 -2.151
H 5.949 -1.352 1.204
H -4.294 -0.147 -2.725
H -2.544 -6.157 -0.166
H -0.354 -3.641 -5.208
H 4.227 -0.009 -5.328
H 7.822 -0.048 3.268
H 1.655 4.293 -0.645
H -0.116 1.572 4.794
H 1.208 -5.500 1.171
H 0.257 5.010 -1.172
H -3.396 -0.467 -5.666
H -3.041 3.340 2.398
H -0.887 3.896 3.421
H -3.819 0.934 -4.044
H 1.893 4.506 -5.369
H 0.814 -7.468 1.776
H -5.321 1.089 4.249
H -1.136 2.889 5.412
H 3.751 3.297 0.749
H -5.324 4.229 3.214
H 3.287 0.741 -0.180
H 3.471 5.055 -5.544
H -4.104 -2.144 -4.176
H -2.244 0.237 4.244
H -6.932 4.874 7.072
H 2.274 2.445 0.554
H -0.499 -8.488 1.178
H -4.151 2.934 5.752
H -2.605 1.055 5.767
H 0.792 -9.444 3.390
H 0.479 -3.902 -1.249
H 1.809 1.825 -5.347
H 2.910 3.646 -6.623
H -0.935 -9.216 3.512
H 2.083 -0.976 1.144
H -1.925 -0.508 -2.072
H 0.946 2.929 -2.419
H -0.739 -5.808 2.660
H -5.276 5.783 5.091
H -0.439 2.436 2.638
H 4.728 -0.719 3.442
H -1.695 -5.374 -1.470
H -6.859 5.270 4.628
H 3.512 0.652 -6.668
H 1.619 0.541 2.695
H -0.467 -1.976 -2.935
H -3.270 4.026 4.599
H 3.510 4.430 -2.747
H -2.557 1.718 1.996
H -2.114 -3.888 0.250
H -2.876 0.738 -0.408
H -0.596 -2.340 0.221
H 1.847 -3.439 -0.103
H -4.063 2.043 0.125
H -0.238 -3.946 -3.563
H -4.564 2.445 -2.247
H -6.154 2.967 4.271
H -1.466 0.787 -3.227
H 1.725 5.850 -1.663
H 0.247 -2.846 1.677
H 5.294 0.968 3.141
H 6.085 1.625 -5.585
H -2.107 -6.751 2.098
H 7.789 -1.714 2.897
H -6.183 3.418 6.639
```

The value obtained for the maximum force is 7.77 eV Å⁻¹. The calculation puts the highest occupied orbital energy at -16.9 eV. For the total energy, the calculation gives -60119.167 eV. Its total charge is +4. As for the frontier orbital gap: 9.2 eV.

- maximum force of number 2 (C42H94N4O7)?
  3.42 eV Å⁻¹